Molecular formula: C3H6N2S
Method: DFT, ωB97M-V/def2-TZVPD

For the max |F|, the calculation gives 5.156 eV/A. As for the energy relative to the best compared isomer or geometry (same formula, charge and spin): 243.78 kJ/mol. Its structure (SMILES) is NC(=S)N1CC1.

Element x y z (Å)
H  1.59  -0.23  1.59
C  -1.17  -0.05  -0.58
N  0.21  0.58  0.19
N  -2.06  0.24  0.32
S  -1.02  -1.07  -1.79
C  1.07  -0.42  0.66
H  1.51  0.10  -1.49
H  0.79  -1.40  0.49
H  -2.87  -0.32  0.36
C  1.45  0.43  -0.46
H  2.22  1.28  -0.30
H  -1.71  0.86  1.01

Molecular formula: C3H6N2S
Method: DFT, ωB97M-V/def2-TZVPD

For the max |F|, the calculation gives 4.010 eV/A. As for the energy relative to the best compared isomer or geometry (same formula, charge and spin): 521.96 kJ/mol.

Element x y z (Å)
H  0.42  2.34  1.60
H  1.59  0.58  -0.58
C  0.27  1.64  0.89
N  -1.49  -2.05  -0.70
C  1.37  0.84  0.49
H  2.30  0.66  1.03
S  -0.03  -0.31  -2.11
H  -1.44  -2.94  -1.25
N  0.31  0.27  1.21
C  -0.75  -1.01  -0.86
H  -0.42  2.05  0.15
H  -2.13  -2.09  0.15

Molecular formula: C3H6N2S
Method: DFT, ωB97M-V/def2-TZVPD

For the max |F|, the calculation gives 5.350 eV/A. As for the energy relative to the best compared isomer or geometry (same formula, charge and spin): 269.56 kJ/mol. Its structure (SMILES) is C1=NNCCS1.

Element x y z (Å)
H  1.60  1.76  0.14
H  -0.50  -2.27  -0.58
H  -0.53  -2.00  1.22
H  -2.43  -0.86  0.06
S  1.34  -0.61  0.32
C  -0.28  -1.35  0.19
C  -1.47  -0.32  0.23
H  -1.45  -0.11  1.38
N  -1.32  0.78  -0.72
N  -0.22  1.45  -0.55
H  -2.08  1.42  -0.51
C  0.86  1.04  -0.07

Molecular formula: C3H6N2S
Method: DFT, ωB97M-V/def2-TZVPD

For the max |F|, the calculation gives 4.867 eV/A. As for the energy relative to the best compared isomer or geometry (same formula, charge and spin): 235.41 kJ/mol. The spin multiplicity is 3. Its expectation value of S² is 2.036.

Element x y z (Å)
N  2.34  0.66  1.40
N  2.81  0.21  0.46
C  0.05  0.20  0.25
H  -2.16  0.05  -1.98
S  0.36  0.89  1.82
C  -1.53  -0.63  -1.50
H  -2.07  0.21  0.63
H  2.75  0.85  2.30
H  -0.51  -0.73  -1.81
C  -1.24  0.03  -0.09
H  0.98  -0.14  -0.27
H  -1.80  -1.60  -1.21

Molecular formula: C3H6N2S3
Method: DFT, ωB97M-V/def2-TZVPD

For the max |F|, the calculation gives 3.378 eV/A. As for the energy relative to the best compared isomer or geometry (same formula, charge and spin): 260.84 kJ/mol. Its structure (SMILES) is CC[C@]1(S)N=NSS1.

Element x y z (Å)
C  -0.55  -0.41  0.13
C  1.61  0.68  -0.49
H  2.14  1.62  -0.09
H  0.87  1.11  -1.14
N  -2.02  0.77  -1.24
H  0.62  0.83  1.34
S  -2.02  -0.06  1.42
H  1.36  -0.75  1.17
S  -0.33  -2.16  -0.36
H  -0.77  -2.82  0.74
H  2.31  0.12  -1.12
S  -3.11  0.83  0.03
C  0.84  0.03  0.64
N  -0.94  0.20  -1.02

Molecular formula: C3H6N3
Method: DFT, ωB97M-V/def2-TZVPD

For the max |F|, the calculation gives 5.017 eV/A. As for the energy relative to the best compared isomer or geometry (same formula, charge and spin): 726.30 kJ/mol. As for the net charge: +1.

Element x y z (Å)
N  0.18  0.32  0.19
H  2.27  -1.21  0.79
C  -1.70  0.78  1.09
H  -2.31  -0.75  0.31
C  2.22  -0.33  0.21
N  -0.34  0.79  1.24
N  -0.63  -0.10  -0.77
C  -1.93  0.14  -0.30
H  2.52  -0.43  -0.83
H  2.68  0.53  0.83
H  -0.37  -0.20  -1.71
H  -2.59  0.46  -1.06

Molecular formula: C3H6N3
Method: DFT, ωB97M-V/def2-TZVPD

For the max |F|, the calculation gives 7.504 eV/A. As for the energy relative to the best compared isomer or geometry (same formula, charge and spin): 526.20 kJ/mol. As for the net charge: +1.

Element x y z (Å)
H  -0.34  -1.66  0.54
C  -0.24  0.38  -0.05
H  1.66  -2.26  -0.32
H  -2.42  0.15  0.57
N  0.38  1.45  -0.46
H  2.30  -0.94  0.43
C  1.53  -1.25  -0.26
C  -1.51  2.09  0.14
N  0.18  -0.91  0.02
N  -1.56  0.76  0.29
H  1.84  -0.89  -1.26
H  -1.83  3.08  0.36

Molecular formula: C3H6N3
Method: DFT, ωB97M-V/def2-TZVPD

For the max |F|, the calculation gives 6.461 eV/A. As for the energy relative to the best compared isomer or geometry (same formula, charge and spin): 400.68 kJ/mol. As for the net charge: +1. Its structure (SMILES) is C=CN(C)[N+]#N.

Element x y z (Å)
N  2.89  -0.41  0.01
H  -0.67  -1.61  0.98
H  0.38  2.88  -0.08
C  -0.28  -1.58  0.06
N  0.58  -0.42  -0.04
C  -0.04  0.90  -0.08
C  0.78  1.90  0.11
H  -1.14  0.73  -0.05
H  1.85  1.63  0.22
H  0.21  -2.63  -0.35
N  1.79  -0.49  -0.04
H  -1.08  -1.41  -0.72

Molecular formula: C3H6N3O
Method: DFT, ωB97M-V/def2-TZVPD

For the max |F|, the calculation gives 5.704 eV/A. As for the energy relative to the best compared isomer or geometry (same formula, charge and spin): 216.10 kJ/mol. As for the net charge: +1. Its structure (SMILES) is N[N+]1=C(O)C=NC1.

Element x y z (Å)
C  -0.56  0.41  1.67
N  0.62  -0.56  -1.58
H  -0.54  0.36  2.73
O  0.99  -1.45  1.19
C  0.20  -0.51  0.87
H  1.05  -2.32  0.67
H  0.23  -0.43  -2.52
N  0.08  -0.01  -0.45
H  -0.15  2.13  -0.74
H  -1.56  1.02  -0.96
N  -1.06  1.31  0.94
C  -0.62  1.18  -0.38
H  1.33  -1.14  -1.42

Molecular formula: C3H6N3P
Method: DFT, ωB97M-V/def2-TZVPD

For the max |F|, the calculation gives 6.293 eV/A. As for the energy relative to the best compared isomer or geometry (same formula, charge and spin): 447.90 kJ/mol.

Element x y z (Å)
C  1.84  0.05  0.25
H  -2.88  1.20  -0.04
N  -0.29  1.20  0.09
H  1.50  2.19  0.49
N  -2.57  0.28  0.31
N  -0.90  0.17  -0.28
H  2.94  0.12  0.44
C  1.30  -1.15  0.26
H  -2.25  0.47  1.21
H  1.73  -2.17  0.16
C  0.96  1.27  0.31
P  -0.49  -1.45  0.20
H  -0.27  -1.91  -1.08

Molecular formula: C3H6N3P
Method: DFT, ωB97M-V/def2-TZVPD

For the max |F|, the calculation gives 2.889 eV/A. As for the energy relative to the best compared isomer or geometry (same formula, charge and spin): 460.21 kJ/mol.

Element x y z (Å)
H  -1.08  1.96  0.85
C  0.65  -0.41  0.12
N  1.20  1.91  -0.05
N  0.37  1.06  -0.07
N  1.86  -0.76  0.12
P  3.34  -0.37  -0.11
C  -0.34  -1.58  -0.01
H  -0.59  -1.54  -1.09
H  -1.50  1.90  -0.90
H  -1.83  0.47  0.29
H  -1.18  -1.42  0.66
C  -1.08  1.36  0.00
H  0.17  -2.59  0.18

Molecular formula: C3H6N4
Method: DFT, ωB97M-V/def2-TZVPD

For the max |F|, the calculation gives 3.663 eV/A. As for the energy relative to the best compared isomer or geometry (same formula, charge and spin): 412.98 kJ/mol. Its structure (SMILES) is [H]\N=N/C=N/C(C)=N\[H].

Element x y z (Å)
H  -0.45  -0.26  -1.81
H  1.98  -0.67  -0.23
N  -2.30  0.65  0.51
N  2.46  0.26  1.36
H  1.55  1.49  -0.13
C  -1.07  -0.72  -1.04
H  -2.22  1.24  1.34
C  1.12  0.71  0.48
H  -2.06  -0.91  -1.44
H  -0.61  -1.67  -0.76
N  0.00  0.36  0.89
N  2.79  -0.65  0.68
C  -1.18  0.18  0.16

Molecular formula: C3H6N4
Method: DFT, ωB97M-V/def2-TZVPD

For the max |F|, the calculation gives 3.490 eV/A. As for the energy relative to the best compared isomer or geometry (same formula, charge and spin): 333.31 kJ/mol.

Element x y z (Å)
H  2.73  -3.19  -1.06
N  -0.38  -0.15  -0.75
C  2.38  -2.24  -0.94
N  -0.43  -4.10  -0.25
H  -3.54  -0.45  -0.21
N  1.00  -2.25  -0.46
H  3.03  -1.72  -0.13
H  -3.07  0.41  -1.56
H  2.43  -1.62  -1.83
H  -3.23  1.30  -0.01
C  -2.92  0.39  -0.49
C  -1.49  0.05  -0.54
N  0.30  -3.23  -0.32

Molecular formula: C3H6N4
Method: DFT, ωB97M-V/def2-TZVPD

For the max |F|, the calculation gives 2.713 eV/A. As for the energy relative to the best compared isomer or geometry (same formula, charge and spin): 392.85 kJ/mol. Its structure (SMILES) is C[C@H]1[C@@H]2N=NNN12.

Element x y z (Å)
N  -0.74  -1.38  1.83
N  -0.36  -1.94  0.76
H  -0.04  0.64  -2.46
N  -0.34  -0.12  1.89
N  0.44  0.34  0.81
H  -1.30  0.31  -0.18
H  1.09  -1.46  -0.79
H  -0.08  0.36  2.77
C  0.33  -1.14  -0.13
H  1.27  1.18  -1.35
C  0.20  1.01  -1.46
H  -0.19  2.04  -1.30
C  -0.29  0.17  -0.38

Molecular formula: C3H6N4
Method: DFT, ωB97M-V/def2-TZVPD

For the max |F|, the calculation gives 4.762 eV/A. As for the energy relative to the best compared isomer or geometry (same formula, charge and spin): 344.69 kJ/mol.

Element x y z (Å)
H  3.10  0.35  0.93
H  1.69  -1.09  -1.13
C  -1.88  -0.50  0.45
H  2.42  -1.20  1.10
C  0.00  0.10  -0.16
N  1.86  -0.17  -0.61
N  -0.57  -0.87  0.50
H  -2.69  -1.19  0.77
N  2.56  -0.39  0.53
C  -2.07  0.72  -0.24
H  -2.98  1.24  -0.53
N  -0.81  1.10  -0.58
H  -0.61  1.90  -1.02

Molecular formula: C3H6N4O
Method: DFT, ωB97M-V/def2-TZVPD

For the max |F|, the calculation gives 6.872 eV/A. As for the energy relative to the best compared isomer or geometry (same formula, charge and spin): 458.27 kJ/mol. Its structure (SMILES) is [H]/N=C1/CO/C(=N/[H])N1N.

Element x y z (Å)
O  1.69  0.64  -0.88
H  -0.93  -1.23  2.19
H  1.61  1.43  1.16
N  -0.51  1.17  -2.03
H  -1.68  -1.62  -0.78
C  0.38  -0.46  0.93
N  0.05  -0.64  2.16
H  2.66  -0.06  0.67
H  -1.51  1.06  -1.91
N  -1.46  -0.81  -0.14
C  1.61  0.37  0.62
H  -2.12  -0.17  -0.63
N  -0.14  -0.32  -0.24
C  0.33  0.65  -1.13

Molecular formula: C3H6N4O
Method: DFT, ωB97M-V/def2-TZVPD

For the max |F|, the calculation gives 8.711 eV/A. As for the energy relative to the best compared isomer or geometry (same formula, charge and spin): 637.31 kJ/mol. Its structure (SMILES) is O/N=C1/CNNC=N1.

Element x y z (Å)
C  0.28  -0.12  0.89
C  0.90  0.68  -1.40
H  1.56  -0.80  3.42
N  -0.17  0.29  -2.02
N  0.39  -0.57  2.16
H  -1.85  -0.77  0.80
H  -1.00  -1.46  -1.18
O  1.66  -0.72  2.35
C  -1.15  -0.10  0.23
N  1.27  0.41  -0.10
H  1.63  1.52  -1.90
H  -0.79  1.08  -2.59
N  -1.12  -0.39  -1.06
H  -1.60  0.95  0.41

Molecular formula: C3H6N4O
Method: DFT, ωB97M-V/def2-TZVPD

For the max |F|, the calculation gives 7.894 eV/A. As for the energy relative to the best compared isomer or geometry (same formula, charge and spin): 521.11 kJ/mol.

Element x y z (Å)
N  -3.06  0.05  -0.03
O  -0.60  1.13  0.08
H  1.15  2.31  0.24
H  0.44  -1.59  1.19
C  1.39  0.20  0.10
C  -0.85  -0.28  0.28
H  3.50  -0.02  0.02
N  2.66  -0.49  -0.08
H  2.75  -1.01  -0.95
H  -3.63  -0.72  -0.55
N  -1.92  -0.75  0.09
N  0.35  -0.90  0.08
C  0.66  1.27  0.12
H  -2.83  0.80  -0.58

Molecular formula: C3H6N4O
Method: DFT, ωB97M-V/def2-TZVPD

For the max |F|, the calculation gives 4.046 eV/A. As for the energy relative to the best compared isomer or geometry (same formula, charge and spin): 198.34 kJ/mol.

Element x y z (Å)
H  -0.20  -2.60  0.04
N  0.36  -1.73  0.34
C  -0.21  -0.52  -0.29
N  -1.49  1.28  0.07
H  2.49  -0.07  0.26
H  0.55  -1.76  1.39
O  -2.57  -0.73  0.07
N  1.98  0.80  0.01
H  -2.24  1.94  0.03
H  -0.12  -0.68  -1.62
H  2.55  1.59  -0.37
C  -1.60  -0.05  -0.04
N  -0.14  1.79  0.11
C  0.62  0.74  0.00